Model one:
13
Properties=species:S:1:pos:R:3 method="wB97M-V/def2-TZVPD" total_charge=+1 gap_ev=9.8 homo_energy_ev=-14.62 smiles="C=NC[N+]1=CC1"
C 2.464 0.420 -0.076
N 1.238 0.495 0.177
C 0.370 -0.635 0.176
N -0.902 -0.018 0.090
C -1.402 1.125 0.050
C -2.359 -0.002 -0.040
H 3.039 1.332 -0.051
H 2.991 -0.497 -0.338
H 0.421 -1.210 1.114
H 0.491 -1.347 -0.659
H -1.158 2.166 0.081
H -2.947 -0.285 0.825
H -2.783 -0.270 -1.001



Model two:
13
Properties=species:S:1:pos:R:3 method="wB97M-V/def2-TZVPD" total_charge=+1 gap_ev=11.0 homo_energy_ev=-15.65
C -3.464 0.624 0.039
C -1.427 -0.795 -0.091
C 1.922 -0.012 0.062
C 3.330 0.223 0.018
N -2.443 -0.104 0.065
N 0.828 -0.359 0.013
H -4.399 0.307 0.300
H -1.324 -1.192 -1.161
H -0.874 -1.046 0.838
H -3.534 1.605 -0.174
H 3.930 -0.611 0.252
H 3.744 0.986 0.750
H 3.711 0.375 -0.912



Which of them is the most stable? Correct choice: model two.



Model one:
13
Properties=species:S:1:pos:R:3 method="wB97M-V/def2-TZVPD" total_charge=+1 gap_ev=11.9 homo_energy_ev=-15.48 smiles="C1=NC[N@@H+]2C[C@H]12"
C -0.137 -0.696 -1.632
N 1.117 -0.656 -1.447
C 1.461 -0.065 -0.237
N 0.210 0.520 0.322
C -0.923 -0.281 0.940
C -0.852 0.068 -0.488
H -0.731 -1.185 -2.451
H 2.176 -0.782 0.330
H 2.006 0.776 -0.498
H 0.407 1.431 0.812
H -0.611 -1.193 1.245
H -1.651 0.190 1.665
H -1.573 0.700 -0.837



Model two:
13
Properties=species:S:1:pos:R:3 method="wB97M-V/def2-TZVPD" total_charge=+1 gap_ev=10.0 homo_energy_ev=-13.74
C 1.544 -0.796 0.341
C 1.434 0.441 -0.055
C -1.017 0.633 0.353
C -0.209 -1.035 -0.632
N -1.252 -0.738 0.209
N 0.131 0.457 -0.718
H 2.159 -1.372 0.935
H 1.921 1.342 0.199
H -1.801 1.179 -0.052
H -0.748 1.046 1.332
H -0.239 -1.771 -1.413
H -1.435 -1.366 0.907
H -0.147 1.051 -1.539



Model three:
13
Properties=species:S:1:pos:R:3 method="wB97M-V/def2-TZVPD" total_charge=+1 gap_ev=10.2 homo_energy_ev=-16.15
C -0.352 -1.690 -0.983
C 0.140 -0.714 0.012
C 0.813 -0.624 1.329
C -0.428 1.682 -0.478
N -0.996 -0.929 -1.739
N -0.384 0.294 -0.549
H -0.313 -2.723 -1.133
H 1.710 -1.296 1.441
H -0.079 -0.940 2.077
H 1.040 0.487 1.597
H -0.193 2.098 -1.492
H 0.316 2.280 0.036
H -1.274 2.075 -0.118



Model four:
13
Properties=species:S:1:pos:R:3 method="wB97M-V/def2-TZVPD" total_charge=+1 gap_ev="9.1 / 9.1" homo_energy_ev="-13.98 / -13.98"
C 0.583 1.792 0.042
C -0.859 1.484 0.142
C 1.891 -0.348 -0.055
C -0.423 -0.853 0.162
N 1.321 0.838 -0.109
N -1.073 0.169 -0.424
H -0.949 1.401 1.301
H -1.598 2.271 -0.211
H 2.173 -0.697 0.930
H 2.455 -0.764 -0.821
H -0.307 -1.890 -0.190
H -0.313 -0.778 1.222
H -1.626 0.120 -1.360



Which of them is the most stable? Correct choice: model one.



Model one:
14
Properties=species:S:1:pos:R:3 method="wB97M-V/def2-TZVPD" total_charge=0 gap_ev=10.2 homo_energy_ev=-9.38 smiles="O[C@H]1[C@H]2N=CN(O)[C@@H]12"
O -1.467 1.056 -0.188
C -0.541 0.750 0.973
C -0.140 -0.599 1.190
N -0.459 -1.632 0.227
C 0.187 -1.184 -0.800
N 1.129 -0.165 -0.596
O 0.705 0.990 -1.343
C 0.940 0.218 0.728
H -2.065 0.418 -0.124
H -0.923 1.362 1.676
H -0.074 -1.094 2.171
H 0.290 -1.662 -1.811
H -0.106 1.298 -0.872
H 1.609 0.773 1.237



Model two:
14
Properties=species:S:1:pos:R:3 method="wB97M-V/def2-TZVPD" total_charge=0 gap_ev=9.9 homo_energy_ev=-10.03 smiles="[H]/N=C(/C(=O)O)N1CC1"
H -0.326 -2.222 1.396
N -0.665 -1.937 0.484
C -0.015 -0.800 0.251
C -0.020 -0.055 -1.152
O 0.384 1.005 -1.453
O -1.222 -0.658 -1.797
N 0.400 -0.142 1.282
C -0.030 1.348 1.319
C 1.314 1.107 1.075
H -1.387 -1.596 -1.277
H -0.557 1.782 0.473
H -0.456 2.018 2.076
H 1.903 1.076 0.101
H 1.898 1.116 1.910



Which of them is the most stable? Correct choice: model two.



Model one:
14
Properties=species:S:1:pos:R:3 method="wB97M-V/def2-TZVPD" total_charge=0 gap_ev=10.7 homo_energy_ev=-10.08 smiles="COC(=O)N(C)C#N"
C -2.104 -1.494 0.349
O -0.783 -1.155 -0.048
C -0.472 0.151 0.027
O -1.195 1.065 0.400
N 0.911 0.341 -0.361
C 1.555 1.662 -0.117
C 1.796 -0.578 -0.574
N 2.527 -1.419 -0.850
H -2.839 -1.104 -0.382
H -2.341 -0.968 1.433
H -2.017 -2.546 0.364
H 1.363 1.976 0.899
H 2.587 1.698 -0.362
H 1.013 2.371 -0.778



Model two:
14
Properties=species:S:1:pos:R:3 method="wB97M-V/def2-TZVPD" total_charge=0 gap_ev=9.3 homo_energy_ev=-8.54 smiles=Cc1c(O)cnn1O
C -0.526 1.843 0.031
C -0.170 0.370 -0.042
C -0.840 -0.824 -0.109
O -2.152 -0.899 -0.394
C 0.149 -1.870 -0.034
N 1.303 -1.428 0.229
N 1.364 -0.141 0.267
O 2.326 0.609 -0.245
H -0.044 2.304 -0.729
H -1.542 1.789 -0.353
H -0.288 2.327 0.942
H -2.618 -1.561 0.050
H -0.124 -2.930 0.189
H 3.162 0.410 0.198



Which of them is the most stable? Correct choice: model one.



Model one:
14
Properties=species:S:1:pos:R:3 method="wB97M-V/def2-TZVPD" total_charge=0 gap_ev=9.2 homo_energy_ev=-8.86
C -0.718 0.130 -0.331
C -1.031 0.419 -1.812
C 0.455 0.385 -1.256
C -0.079 0.404 1.043
H -1.234 -1.615 0.811
H -1.312 1.329 -2.281
H -1.723 -0.467 -2.203
H 0.935 1.534 -1.452
H 1.500 -1.311 -0.452
H 1.944 0.508 1.536
N 1.501 -0.360 -0.474
N 1.268 0.107 0.989
O -0.737 -1.342 -0.358
O -0.670 0.562 2.179



Model two:
14
Properties=species:S:1:pos:R:3 method="wB97M-V/def2-TZVPD" total_charge=0 gap_ev=7.3 homo_energy_ev=-8.01
C -0.205 -0.115 -0.535
C 1.049 -0.043 -0.029
C 0.939 0.490 1.316
C -0.370 0.827 1.398
H 0.159 -0.346 -2.744
H -0.901 -1.688 -1.887
H 3.065 -0.889 -0.034
H 1.886 0.541 1.860
H -0.589 0.896 2.575
H -2.814 0.206 -0.318
N -0.676 -0.573 -1.810
N -1.141 0.370 0.484
O 2.132 -0.064 -0.873
O -2.534 0.387 0.598



Model three:
14
Properties=species:S:1:pos:R:3 method="wB97M-V/def2-TZVPD" total_charge=0 gap_ev=8.6 homo_energy_ev=-9.37
C 0.734 1.530 0.262
C -0.184 0.337 -0.170
C 1.435 -1.327 -0.130
C -2.344 -0.127 -0.147
H 2.124 1.129 -0.166
H 0.217 2.616 -0.408
H 1.209 1.452 1.320
H -0.490 -1.609 -0.196
H 1.687 -2.371 0.139
H -3.238 0.408 -0.541
N 0.179 -0.913 -0.162
N -1.420 0.764 -0.155
O 2.426 -0.571 -0.004
O -2.338 -1.317 0.360



Which of them is the most stable? Correct choice: model three.



Model one:
14
Properties=species:S:1:pos:R:3 method="wB97M-V/def2-TZVPD" total_charge=0 gap_ev=9.1 homo_energy_ev=-9.11
H 2.302 -0.340 0.117
N 2.439 -0.455 0.999
C 1.528 -0.095 1.779
N 0.561 0.685 1.176
C 0.424 0.565 -0.256
C -0.609 -0.049 -0.858
C -1.554 -0.961 -0.296
O -1.770 -1.021 0.876
O -2.457 -1.449 -1.141
H 1.577 -0.197 2.982
H -0.117 1.280 1.685
H 1.050 1.015 -0.951
H -0.573 -0.153 -2.011
H -2.462 -1.312 -2.148



Model two:
14
Properties=species:S:1:pos:R:3 method="wB97M-V/def2-TZVPD" total_charge=0 gap_ev=7.7 homo_energy_ev=-8.36
C -2.391 0.697 -0.196
C -0.030 0.378 0.374
C 1.471 -1.053 -0.005
C 0.177 -0.766 -0.248
H -3.145 1.433 0.115
H -2.533 0.621 -1.207
H -2.726 -0.447 -0.134
H 3.090 -0.009 0.726
H 2.280 -1.974 -0.135
H -0.419 -2.463 -0.712
N 1.120 0.951 0.875
N 2.055 0.140 0.428
O -1.134 1.146 0.349
O -0.632 -1.186 -1.265



Model three:
14
Properties=species:S:1:pos:R:3 method="wB97M-V/def2-TZVPD" total_charge=0 gap_ev=9.7 homo_energy_ev=-8.74 smiles="O/N=C1/NO[C@H]2C[C@@H]12"
O -1.056 1.758 1.740
N 0.261 1.309 1.723
C 0.422 0.517 0.724
N 1.643 -0.055 0.401
O 1.688 -0.410 -0.972
C 0.378 -0.414 -1.436
C -0.650 -1.290 -0.775
C -0.530 0.201 -0.418
H -1.000 2.216 2.597
H 1.820 -0.882 0.908
H 0.233 -0.158 -2.455
H -1.500 -1.615 -1.366
H -0.353 -2.027 -0.062
H -1.355 0.850 -0.609



Model four:
14
Properties=species:S:1:pos:R:3 method="wB97M-V/def2-TZVPD" total_charge=0 gap_ev=9.6 homo_energy_ev=-9.20
H 2.550 -1.580 -0.171
N 2.017 -1.936 0.493
C 0.897 -1.552 0.840
N 0.148 -0.434 0.441
C -1.326 -0.163 0.130
C -1.112 1.278 -0.609
O -1.991 2.074 -0.562
C 0.326 1.427 -0.703
O 0.893 0.181 -0.580
H 0.448 -2.253 1.479
H -1.994 0.232 1.127
H -1.983 -0.935 -0.339
H 0.558 1.663 -1.823
H 0.568 1.997 0.275



Which of them is the most stable? Correct choice: model one.